1.
Molecular formula: C18H52CuO16
Method: DFT, the ωB97M-V functional and the def2-TZVPD basis

Geometry as ORCA input:
```
! RIJCOSX wB97M-V def2-TZVPD def2/J DEFGRID3
* xyz -1 3
Cu -3.18819 -0.92940 -1.40371
C -1.96576 -5.25367 -2.48379
C -2.04252 -3.87010 -1.86207
O -2.96986 -2.97379 -2.34805
H -1.11076 -5.85879 -2.18230
H -1.80278 -5.08403 -3.54810
H -2.86472 -5.84747 -2.31832
H -1.04898 -3.42701 -1.79382
H -2.24851 -4.06296 -0.80923
C 0.69543 0.21514 0.51982
C -0.19471 -1.05146 0.48323
O -1.54897 -0.92415 0.07637
H 1.56868 0.04718 1.15016
H 0.12267 0.96531 1.06506
H 1.05155 0.62775 -0.42413
H -0.06113 -1.52600 1.45538
H 0.33131 -1.79700 -0.11307
C 2.89104 2.37487 -4.00455
C 1.93198 2.89178 -2.93904
O 1.02672 3.89172 -3.47557
O 2.23484 2.06086 -5.24703
H 3.43662 1.47223 -3.72942
H 3.63872 3.14498 -4.19430
H 2.45331 3.38906 -2.12111
H 1.44487 2.03597 -2.47170
H 0.49058 4.20829 -2.74486
H 1.92840 1.15243 -5.29658
C -2.10910 1.83588 3.41580
C -1.82134 2.52140 4.85463
O -1.60807 1.50491 5.88487
O -3.43844 1.33941 3.47218
H -1.35928 1.07042 3.21595
H -1.94597 2.54792 2.60679
H -2.63986 3.19747 5.10172
H -0.94154 3.15537 4.74445
H -2.48509 1.11474 5.87106
H -3.35176 0.39482 3.32439
C -2.56257 -2.46236 3.13527
C -2.98156 -3.55666 2.15792
O -4.33889 -3.91520 2.21890
O -2.88796 -1.23999 2.63105
H -1.50153 -2.40068 3.37712
H -3.18958 -2.67371 4.00146
H -2.39971 -4.46700 2.30222
H -2.78001 -3.27327 1.12489
H -4.52711 -4.49571 1.47784
H -2.30932 -1.19008 1.86666
C 1.08534 -0.58231 4.18633
C 2.04386 0.59474 4.39827
O 1.25863 1.85645 4.29083
O 0.24383 -0.64181 5.29530
H 1.63480 -1.52087 4.11358
H 0.54271 -0.35686 3.26827
H 2.79516 0.55360 3.60962
H 2.47712 0.41304 5.38182
H 1.94567 2.52649 4.31560
H -0.01254 0.27601 5.41144
C 4.79668 1.52769 0.08620
C 3.91179 2.44508 0.97333
O 4.32340 3.79269 0.81074
O 4.55076 1.54922 -1.31498
H 4.60251 0.52291 0.46144
H 5.83965 1.79941 0.24894
H 4.06030 2.25817 2.03686
H 2.85264 2.30104 0.75988
H 5.28094 3.84486 0.85551
H 5.38481 1.61708 -1.78547
C 1.53458 -1.72132 -3.47535
C 0.82313 -1.28455 -4.78511
O 1.78549 -0.83534 -5.65389
O 2.31680 -2.86497 -3.79034
H 0.78845 -1.93323 -2.70953
H 2.07595 -0.84121 -3.12834
H 0.04548 -0.54701 -4.58664
H 0.28952 -2.12439 -5.23011
H 2.44293 -1.51689 -5.81156
H 3.25410 -2.78759 -3.59780
C -2.06336 1.60228 -2.56565
C -3.13432 2.20434 -1.63965
O -3.82292 1.21409 -0.88783
O -2.56368 0.30245 -3.02880
H -1.18686 1.25887 -2.01617
H -1.71442 2.33731 -3.29096
H -3.80240 2.83651 -2.22458
H -2.62604 2.92732 -1.00165
H -4.15054 1.65853 -0.10250
H -2.93124 0.45881 -3.90175
*
```

- Electronic energy: -96900.7039 eV
- ⟨S²⟩: 2.007
- Orbital gap (alpha / beta): 2.6 / 6.4 eV

---

2.
Molecular formula: C16H40ClFGaN2O2
Method: DFT, the ωB97M-V functional and the def2-TZVPD basis

Geometry as ORCA input:
```
! RIJCOSX wB97M-V def2-TZVPD def2/J DEFGRID3
* xyz -1 1
C -4.10042 -1.14291 -0.24956
C -3.91752 0.34941 -0.49089
C -2.46941 0.80335 -0.50286
Cl -1.70362 0.37793 1.11546
Ga -2.23751 2.85743 -0.87438
C -4.01421 3.60450 -1.57066
C -4.91595 4.29493 -0.52992
C -1.61005 3.72362 0.86432
C -1.80190 5.22978 0.96514
C -1.87963 5.71952 2.41492
F -0.68490 5.87425 0.38016
H -3.53817 -1.72546 -0.97702
H -3.74361 -1.41938 0.73560
H -5.14665 -1.43902 -0.30198
H -4.46879 0.89904 0.26729
H -4.30930 0.57197 -1.48016
H -1.92726 0.22839 -1.24583
H -1.14452 2.93800 -2.06965
H -4.56619 2.75632 -1.97364
H -3.81161 4.24948 -2.42031
H -4.69582 5.35909 -0.51628
H -4.78411 3.88977 0.46637
H -5.96364 4.22700 -0.82199
H -2.08248 3.26729 1.73152
H -0.54284 3.55044 0.97062
H -2.69466 5.56197 0.44041
H -1.40641 6.69224 2.52764
H -2.90978 5.76651 2.75181
H -1.33099 5.02462 3.04002
C 1.37033 -4.24629 -0.17318
C 0.31268 -3.16914 0.05429
C -1.11334 -3.61460 -0.29670
O -1.39666 -3.65754 -1.68472
C -0.99476 -4.83546 -2.34933
N 0.70302 -1.95216 -0.66014
H 1.60373 -4.37256 -1.23098
H 2.29793 -3.97176 0.33100
H 1.04565 -5.21110 0.22393
H 0.31076 -2.93502 1.12287
H -1.80521 -2.87851 0.11831
H -1.35152 -4.58278 0.16629
H -1.09952 -5.71550 -1.70648
H 0.03681 -4.76534 -2.70582
H -1.64219 -4.96019 -3.21814
H 0.04231 -1.21942 -0.41404
H 0.54047 -2.10990 -1.65153
C 5.84194 -1.99421 1.89357
C 4.65559 -1.97418 0.93338
C 4.97873 -1.35774 -0.43579
O 5.06409 0.05357 -0.44506
C 6.30694 0.59114 -0.04590
N 3.52062 -1.32043 1.58484
H 6.04101 -1.00875 2.31405
H 5.63551 -2.66348 2.72915
H 6.74985 -2.34474 1.39602
H 4.37220 -3.01480 0.74571
H 4.15854 -1.60273 -1.11496
H 5.89512 -1.79380 -0.85992
H 7.14064 -0.04288 -0.36530
H 6.35341 0.73728 1.03657
H 6.40953 1.56718 -0.52056
H 2.70638 -1.40241 0.97805
H 3.71138 -0.32186 1.60433
*
```

- Electronic energy: -91931.7703 eV
- Orbital gap: 7.3 eV

---

3.
Molecular formula: C2H2ClN3O2
Method: DFT, the ωB97M-V functional and the def2-TZVPD basis

Geometry as ORCA input:
```
! RIJCOSX wB97M-V def2-TZVPD def2/J DEFGRID3
* xyz 0 1
O 1.57610 1.61662 0.73661
N 0.40080 1.67837 -0.00969
C -0.02628 0.47527 -0.24068
N -1.15641 0.14807 -0.87750
C -1.26676 -1.10419 -0.76034
Cl -2.48746 -2.16719 -1.24579
O -0.32369 -1.76505 0.02023
N 0.64496 -0.69331 0.19519
H 1.85122 2.48017 0.98127
H 0.78753 -0.66876 1.20069
*
```

- Electronic energy: -23190.4905 eV
- Orbital gap: 9.4 eV

---

4.
Molecular formula: C33H87F2O42P9
Method: DFT, the ωB97M-V functional and the def2-TZVPD basis

Geometry as ORCA input:
```
! RIJCOSX wB97M-V def2-TZVPD def2/J DEFGRID3
* xyz 0 1
O -3.03113 2.23467 2.79245
C -4.16824 2.53644 2.74013
O -5.03730 2.13551 1.76642
C -5.91938 3.21205 1.60321
C -6.07231 3.71477 3.04493
F -7.04438 3.01458 3.71632
O -4.80252 3.42027 3.56389
H -5.57299 4.10398 1.05531
H -6.85004 3.00973 1.07903
H -6.27745 4.77696 3.13661
O -5.75712 -1.06699 1.77747
C -6.76288 -0.74781 2.30448
O -7.31116 0.47477 2.22392
C -8.41550 0.57761 3.09848
C -8.58181 -0.85524 3.67320
F -9.75527 -1.46693 3.36847
O -7.51876 -1.54453 3.09653
H -8.13344 1.18427 3.94954
H -9.32762 0.91649 2.61446
H -8.52447 -0.78475 4.75931
C -0.44260 8.13664 4.72207
O -0.86569 7.26621 3.66318
P -0.57035 7.76231 2.19468
O -0.83991 9.16746 1.91262
O 0.92814 7.32355 1.91190
C 1.97994 8.25141 1.61848
O -1.37279 6.68349 1.39438
C -1.44616 6.66960 -0.01681
H -0.24707 7.48208 5.56610
H -1.18492 8.89760 4.95072
H 0.48379 8.66065 4.47328
H 2.92093 7.82101 1.96499
H 1.82344 9.19965 2.12396
H 2.05564 8.27315 0.53225
H -0.71269 7.31854 -0.49605
H -2.46448 6.87710 -0.34057
H -1.20982 5.65993 -0.36510
C 2.28324 3.91370 -6.16169
O 2.47511 3.17273 -4.96549
P 2.66913 1.61237 -4.98044
O 1.41392 0.85836 -5.04881
O 3.69739 1.35600 -6.16650
C 4.49100 0.16767 -6.06971
O 3.55636 1.37336 -3.69995
C 3.11919 0.42598 -2.71791
H 1.56812 3.41709 -6.82209
H 3.21403 3.95572 -6.73575
H 1.98315 4.93177 -5.93496
H 5.51900 0.49301 -6.19934
H 4.18361 -0.57482 -6.80477
H 4.38498 -0.36570 -5.12239
H 4.01495 -0.11520 -2.42374
H 2.47660 -0.37766 -3.08969
H 2.55528 0.94140 -1.94474
C 1.65928 3.34851 1.56096
O 2.03066 4.56518 0.90180
P 2.58495 4.55073 -0.57564
O 3.44042 3.42848 -0.95449
O 1.25188 4.66938 -1.42408
C 1.38762 5.14811 -2.77181
O 3.26513 5.97352 -0.68115
C 4.63882 6.09399 -0.26134
H 2.41961 3.02377 2.27351
H 1.41959 2.55294 0.86153
H 0.79138 3.58083 2.17940
H 0.80910 4.42818 -3.35408
H 2.38911 4.98035 -3.17382
H 1.06350 6.17388 -2.91067
H 5.27814 6.04100 -1.13989
H 4.91961 5.29834 0.42610
H 4.72723 7.06750 0.21195
C 2.81557 -0.32412 2.81918
O 3.91587 0.13120 3.61613
P 5.39836 -0.17724 3.10629
O 5.46551 -1.34401 2.23025
O 5.91657 1.18272 2.49430
C 5.22178 1.65890 1.36212
O 6.23405 -0.31777 4.41434
C 6.31407 0.74050 5.39043
H 1.95580 0.32537 2.96302
H 2.60918 -1.37341 3.00546
H 2.97940 -0.22801 1.74148
H 4.21674 1.99049 1.63074
H 5.07207 0.92062 0.56611
H 5.71954 2.46706 0.82927
H 7.30302 0.68360 5.84136
H 5.56238 0.52194 6.14331
H 6.23384 1.71490 4.91463
C 4.74194 -2.75562 -1.98185
O 4.76210 -2.86482 -3.40701
P 4.89343 -4.29785 -4.04770
O 6.25519 -4.79310 -4.12082
O 3.92811 -5.18516 -3.15790
C 3.83032 -6.58182 -3.40631
O 4.08801 -4.30377 -5.40685
C 4.19369 -3.42035 -6.51624
H 5.25390 -1.83914 -1.68847
H 5.16266 -3.58437 -1.41811
H 3.72410 -2.59967 -1.61123
H 3.05537 -6.87077 -4.11787
H 3.64902 -7.05787 -2.44651
H 4.76467 -6.96655 -3.82277
H 4.42466 -3.99248 -7.41311
H 4.98606 -2.69273 -6.34466
H 3.24431 -2.91622 -6.69070
C -3.05836 -7.12567 5.11341
O -2.19301 -6.04660 4.77071
P -2.74218 -4.56943 4.80161
O -3.09189 -4.09014 6.13834
O -3.92137 -4.56791 3.75819
C -4.36489 -3.30381 3.23004
O -1.65147 -3.71932 4.05816
C -0.25106 -3.70779 4.36700
H -2.69002 -8.05866 4.69913
H -4.06403 -6.95253 4.72286
H -3.16045 -7.20995 6.19597
H -4.07408 -2.49109 3.89679
H -5.44235 -3.21981 3.13089
H -3.91701 -3.23003 2.24326
H -0.01621 -4.49392 5.08364
H 0.02636 -2.75333 4.80960
H 0.27410 -3.84080 3.42422
C 0.29452 -5.49365 -3.31159
O 0.20415 -5.08499 -1.95670
P -0.71269 -5.92983 -0.98039
O -2.06891 -6.15198 -1.46530
O -0.57911 -5.09566 0.35698
C -1.53099 -5.46627 1.40261
O 0.09132 -7.28457 -0.74880
C 1.23433 -7.33689 0.10909
H -0.48846 -5.00192 -3.89223
H 0.20585 -6.55782 -3.54434
H 1.26621 -5.18468 -3.69511
H -2.31252 -6.17847 1.16367
H -2.00395 -4.51354 1.64140
H -0.91271 -5.69017 2.26736
H 2.13820 -7.34663 -0.49787
H 1.18959 -8.28318 0.64992
H 1.23744 -6.54296 0.85138
C -1.09445 2.15447 -1.06863
O -0.33315 1.43422 -0.07573
P -0.40828 -0.10660 0.14957
O 0.55133 -0.65095 1.11560
O -1.89591 -0.38701 0.58681
C -2.31315 -0.73066 1.90063
O -0.35797 -0.71958 -1.29527
C 0.33351 -1.93176 -1.58794
H -1.78430 2.79887 -0.51905
H -1.68793 1.49095 -1.69196
H -0.37723 2.77910 -1.59109
H -1.55967 -0.45223 2.64200
H -2.37540 -1.81701 1.96254
H -3.23016 -0.20480 2.12943
H -0.20960 -2.45078 -2.37246
H 0.31285 -2.58935 -0.71418
H 1.37656 -1.75742 -1.83979
C -3.46020 -2.99347 -1.46688
O -4.34166 -2.32257 -2.36914
P -3.81375 -1.03035 -3.09828
O -4.71812 -0.51860 -4.12674
O -3.49153 0.00652 -1.93668
C -4.58857 0.63060 -1.25914
O -2.34929 -1.41824 -3.56090
C -1.72669 -0.59676 -4.55245
H -3.28751 -2.35484 -0.59403
H -2.50015 -3.31593 -1.86554
H -3.95594 -3.88855 -1.09549
H -4.41480 0.48052 -0.19319
H -5.52007 0.09040 -1.44303
H -4.66368 1.68367 -1.51274
H -1.59494 -1.10452 -5.50291
H -0.73963 -0.29783 -4.18665
H -2.23888 0.35746 -4.68551
*
```

- Electronic energy: -210682.3041 eV
- Orbital gap: 10.3 eV

---

5.
Molecular formula: C2H4O4
Method: DFT, the ωB97M-V functional and the def2-TZVPD basis

Geometry as ORCA input:
```
! RIJCOSX wB97M-V def2-TZVPD def2/J DEFGRID3
* xyz 0 1
O 2.62955 -0.28311 -0.14897
C 1.76627 -0.51787 0.62600
O 0.97236 0.48088 1.18442
H 1.47041 -1.43352 1.14348
H 0.27145 0.65579 0.48227
O -2.73412 -0.30564 -0.05590
C -1.77425 0.30674 -0.34309
O -0.19307 0.27176 -0.89861
H -1.88654 1.34966 -0.66024
H -0.52205 -0.52470 -1.32936
*
```

- Electronic energy: -10325.5415 eV
- Orbital gap: 10.3 eV

---

6.
Molecular formula: C3H9N
Method: DFT, the ωB97M-V functional and the def2-TZVPD basis

Geometry as ORCA input:
```
! RIJCOSX wB97M-V def2-TZVPD def2/J DEFGRID3
* xyz 0 1
C 1.13657 -0.09937 -0.73196
C -0.18011 0.41376 -0.03951
C -0.19564 0.08915 1.42455
N -1.47472 -0.22107 -0.53117
H 1.17897 0.33900 -1.76611
H 1.19495 -1.21033 -0.85657
H 2.10071 0.10164 -0.26863
H -0.19505 1.55485 -0.19561
H -1.23427 0.45492 1.78971
H 0.57644 0.65572 2.02566
H -0.09261 -0.93352 1.45157
H -1.16680 -1.30389 -0.83184
H -1.64845 0.15914 -1.47009
*
```

- Electronic energy: -4746.1397 eV
- Orbital gap: 11.0 eV

---

7.
Molecular formula: C3H11NO
Method: DFT, the ωB97M-V functional and the def2-TZVPD basis

Geometry as ORCA input:
```
! RIJCOSX wB97M-V def2-TZVPD def2/J DEFGRID3
* xyz 0 1
C -1.26743 -0.39466 0.99758
N -0.40531 -1.24068 0.14310
C 0.16670 -2.44645 0.68934
C -0.83330 -1.30216 -1.26300
H -0.64835 0.49892 1.35070
H -1.63835 -0.89537 1.87923
H -2.22525 -0.19562 0.50207
H 1.00314 -2.83292 0.10795
H 0.49854 -2.15213 1.67895
H -0.69830 -3.15625 0.95175
H 0.03173 -1.74153 -1.78550
H -0.94731 -0.29208 -1.62077
H -1.74061 -1.88871 -1.46965
O 2.64230 6.28924 -0.68682
H 2.79772 5.58058 -0.05728
H 3.26406 6.16983 -1.41764
*
```

- Electronic energy: -6825.7510 eV
- Orbital gap: 8.9 eV